Below is a structure of composition C43H49N4O2Tl, with properties calculated with wB97M-V/def2-TZVPD.

Last column: Mulliken charge in e.
Atoms and positions in Å:
Tl1 0.247 -0.855 0.350  1.34
C1 2.987 1.199 -0.677  -0.74
O1 2.359 0.801 0.542  0.03
C2 2.868 1.281 1.716  0.48
C3 3.895 2.213 1.778  -0.64
C4 4.367 2.669 3.000  -0.71
C5 3.847 2.162 4.177  -0.76
C6 2.824 1.226 4.133  -0.46
C7 2.284 0.786 2.914  0.01
N1 1.226 -0.103 2.819  0.74
N2 0.601 -0.325 3.920  -0.75
C8 -0.442 -1.139 4.091  0.21
C9 -0.854 -2.221 3.205  0.36
O2 -0.160 -2.615 2.227  -0.76
C10 -2.109 -2.862 3.492  -0.74
C11 -2.901 -2.493 4.531  -0.88
C12 -2.472 -1.508 5.462  0.87
C13 -3.272 -1.154 6.557  -0.84
C14 -2.833 -0.240 7.490  -0.54
C15 -1.558 0.311 7.358  -0.64
C16 -0.763 -0.005 6.274  -0.34
C17 -1.212 -0.890 5.288  0.79
H1 4.028 0.821 -0.738  0.53
H2 2.966 2.291 -0.799  0.21
H3 2.393 0.749 -1.489  -0.07
H4 4.345 2.610 0.851  0.30
H5 5.171 3.414 3.024  0.38
H6 4.228 2.506 5.150  0.35
H7 2.406 0.795 5.044  0.43
H8 -2.422 -3.652 2.795  0.40
H9 -3.884 -2.961 4.694  0.32
H10 -4.259 -1.623 6.657  0.33
H11 -3.477 0.039 8.330  0.36
H12 -1.187 1.012 8.113  0.38
H13 0.236 0.436 6.183  0.25
C18 2.704 -3.351 -0.322  -1.59
C19 2.818 -2.436 -1.549  3.54
C20 4.278 -2.266 -1.971  -1.71
C21 1.943 -2.989 -2.642  0.24
C22 2.297 -4.151 -3.306  -0.23
C23 1.436 -4.753 -4.205  -1.49
C24 0.154 -4.255 -4.367  -0.33
C25 -0.247 -3.081 -3.742  0.36
C26 -1.707 -2.693 -3.726  1.56
C27 -2.343 -2.630 -5.112  -1.62
C28 -2.461 -3.681 -2.829  -1.50
C29 0.708 -2.384 -2.963  -0.49
N3 0.442 -1.134 -2.439  0.82
C30 -0.084 -0.211 -3.188  -1.15
C31 -0.598 1.020 -2.699  -0.08
N4 -0.748 1.314 -1.443  1.28
C32 -1.308 2.544 -1.113  -0.19
C33 -2.482 2.596 -0.319  0.26
C34 -3.054 3.830 -0.051  -0.82
C35 -2.513 5.005 -0.527  -1.50
C36 -1.333 4.960 -1.247  -0.34
C37 -0.711 3.752 -1.539  0.55
C38 0.617 3.797 -2.252  1.44
C39 0.493 4.406 -3.653  -1.58
C40 1.631 4.597 -1.428  -1.71
C41 -3.164 1.391 0.296  0.60
C42 -2.483 1.050 1.623  -0.94
C43 -3.297 0.173 -0.617  -1.45
H14 3.285 -2.943 0.527  0.40
H15 3.078 -4.371 -0.552  0.39
H16 1.653 -3.457 0.010  0.31
H17 2.429 -1.442 -1.266  -2.16
H18 4.742 -3.241 -2.238  0.34
H19 4.877 -1.843 -1.132  0.39
H20 4.374 -1.596 -2.849  0.39
H21 3.278 -4.600 -3.102  0.30
H22 1.751 -5.651 -4.749  0.35
H23 -0.569 -4.794 -4.993  0.30
H24 -1.811 -1.693 -3.267  -0.45
H25 -2.311 -3.615 -5.627  0.29
H26 -1.838 -1.887 -5.764  0.34
H27 -3.408 -2.328 -5.024  0.43
H28 -2.447 -4.702 -3.261  0.35
H29 -3.520 -3.375 -2.710  0.42
H30 -2.006 -3.739 -1.821  0.31
H31 -0.181 -0.335 -4.290  0.29
H32 -0.961 1.696 -3.513  0.13
H33 -3.971 3.853 0.554  0.39
H34 -3.003 5.965 -0.320  0.35
H35 -0.877 5.897 -1.598  0.30
H36 1.010 2.773 -2.355  -0.41
H37 0.137 5.457 -3.606  0.29
H38 -0.214 3.831 -4.284  0.34
H39 1.478 4.402 -4.169  0.44
H40 1.360 5.675 -1.373  0.40
H41 2.646 4.528 -1.869  0.42
H42 1.684 4.222 -0.383  0.37
H43 -4.194 1.724 0.535  0.55
H44 -1.408 0.840 1.476  -0.24
H45 -2.953 0.176 2.101  0.31
H46 -2.550 1.913 2.326  0.47
H47 -2.324 -0.330 -0.776  -0.11
H48 -3.696 0.461 -1.613  0.33
H49 -3.999 -0.561 -0.158  0.52

Output
lowest unoccupied orbital energy: -1.45 eV
energy above the lowest of the compared OMol25 structures with the same formula, charge and spin: 0.00 kJ/mol
orbital gap: 4.9 eV
HOMO level: -6.396 eV